157
Properties=species:S:1:pos:R:3 method="wB97M-V/def2-TZVPD" total_charge=-2 s2=0.75 lumo_energy_ha="0.1262 / 0.1239" multiplicity=2
Rb 0.258 -0.676 -1.084
C 5.865 0.924 0.824
Si 5.462 2.326 -0.359
C 6.122 3.854 0.549
C 6.581 2.129 -1.857
As 3.166 2.079 -0.954
Si 2.659 4.390 1.030
C 3.168 3.459 2.590
C 0.776 4.387 0.940
C 3.086 6.201 1.390
Si 3.130 3.847 -2.540
C 1.434 4.687 -2.522
C 4.356 5.248 -2.195
C 3.561 3.334 -4.285
H 6.935 0.918 1.056
H 5.601 -0.049 0.405
H 5.309 1.043 1.760
H 7.199 3.724 0.705
H 5.652 3.969 1.530
H 5.966 4.782 -0.005
H 7.587 1.827 -1.548
H 6.660 3.062 -2.422
H 6.188 1.364 -2.532
H 3.087 2.377 2.458
H 2.528 3.761 3.422
H 4.204 3.679 2.861
H 0.386 3.410 0.647
H 0.425 5.116 0.204
H 0.353 4.646 1.916
H 4.166 6.378 1.414
H 2.669 6.474 2.366
H 2.659 6.865 0.631
H 1.502 5.664 -2.028
H 0.710 4.083 -1.972
H 1.043 4.833 -3.534
H 4.196 5.694 -1.207
H 4.233 6.033 -2.950
H 5.388 4.892 -2.239
H 3.005 2.460 -4.626
H 4.629 3.102 -4.354
H 3.342 4.172 -4.956
O -1.213 0.300 1.427
P -2.268 1.270 1.798
N -2.989 1.912 0.462
C -3.872 3.083 0.489
C -3.207 4.061 -0.472
C -2.697 3.128 -1.574
C -2.188 1.911 -0.795
N -1.572 2.438 2.766
C -0.293 2.102 3.437
C -0.260 3.022 4.658
C -1.736 3.222 4.991
C -2.360 3.348 3.603
N -3.547 0.722 2.702
C -4.833 0.321 2.083
C -5.345 -0.806 2.980
C -4.062 -1.453 3.499
C -3.176 -0.245 3.769
H -3.992 3.478 1.497
H -4.866 2.809 0.118
H -2.361 4.545 0.026
H -3.892 4.829 -0.832
H -1.904 3.569 -2.179
H -3.516 2.842 -2.237
H -1.124 2.024 -0.569
H -2.330 0.975 -1.339
H 0.547 2.263 2.769
H -0.273 1.052 3.736
H 0.190 3.985 4.400
H 0.315 2.586 5.475
H -1.927 4.095 5.616
H -2.132 2.336 5.495
H -2.269 4.381 3.242
H -3.413 3.067 3.595
H -4.686 -0.028 1.062
H -5.525 1.166 2.056
H -5.979 -1.504 2.437
H -5.915 -0.391 3.818
H -3.619 -2.089 2.729
H -4.222 -2.061 4.390
H -2.115 -0.491 3.717
H -3.385 0.181 4.758
Br -0.365 3.988 -6.283
C -1.628 2.595 -5.993
C -2.762 2.588 -6.796
C -3.733 1.618 -6.600
C -3.571 0.667 -5.603
C -2.433 0.667 -4.809
C -1.451 1.637 -5.006
I 0.282 1.451 -3.859
H -2.874 3.341 -7.565
H -4.613 1.607 -7.232
H -4.330 -0.088 -5.439
H -2.275 -0.105 -4.042
C 3.139 -2.398 -3.256
Ge 3.893 -1.145 -1.939
C 3.594 -2.085 -0.230
C 5.849 -1.360 -2.245
C 3.217 0.628 -2.293
H 3.750 -3.306 -3.276
H 3.139 -1.956 -4.257
H 2.110 -2.680 -3.007
H 3.971 -3.100 -0.381
H 2.540 -2.178 0.044
H 4.124 -1.637 0.613
H 6.067 -2.430 -2.328
H 6.458 -0.942 -1.439
H 6.146 -0.878 -3.181
H 3.857 0.987 -3.105
C -0.285 -2.235 -4.584
C -0.835 -2.325 -3.155
O -1.770 -1.472 -2.832
N -0.318 -3.227 -2.383
Te -1.642 -3.501 -0.689
C -3.371 -4.438 1.082
C -4.646 -3.853 0.948
C -4.858 -2.730 -0.049
C -5.757 -4.300 1.675
C -5.659 -5.355 2.571
C -6.853 -5.834 3.361
C -4.422 -5.980 2.686
C -3.314 -5.549 1.951
C -2.019 -6.320 2.111
C -0.010 -4.384 0.367
C 0.316 -3.926 1.657
C -0.557 -2.963 2.426
C 1.469 -4.401 2.288
C 2.310 -5.319 1.684
C 3.575 -5.788 2.357
C 1.952 -5.799 0.431
C 0.809 -5.360 -0.231
C 0.479 -5.981 -1.564
H 0.142 -3.194 -4.874
H 0.500 -1.478 -4.650
H -1.081 -1.957 -5.283
H -4.142 -1.918 0.104
H -5.874 -2.326 0.008
H -4.691 -3.079 -1.071
H -6.723 -3.813 1.539
H -7.701 -5.157 3.235
H -6.628 -5.894 4.430
H -7.174 -6.830 3.043
H -4.322 -6.830 3.363
H -2.195 -7.298 2.571
H -1.295 -5.780 2.730
H -1.543 -6.470 1.140
H -0.752 -2.043 1.872
H -0.086 -2.706 3.379
H -1.534 -3.413 2.621
H 1.714 -4.030 3.280
H 3.629 -5.426 3.386
H 4.460 -5.423 1.829
H 3.632 -6.879 2.378
H 2.582 -6.544 -0.051
H 0.989 -6.942 -1.672
H 0.757 -5.309 -2.377
H -0.599 -6.125 -1.662

126
Properties=species:S:1:pos:R:3 method="wB97M-V/def2-TZVPD" smiles="COP(=O)(OC)OC.COP(=O)(OC)OC.Oc1ccc(O)cc1.Oc1ccc(O)cc1.COCCOC.COCCOC.COCCOC.COCCOC" total_charge=0 lumo_energy_ha=0.0193
C -0.267 0.058 -0.044
C -0.184 0.657 1.209
C 0.903 1.446 1.545
C 1.925 1.641 0.616
C 1.845 1.023 -0.616
C 0.791 0.156 -0.925
O 0.748 -0.479 -2.119
O 1.049 2.022 2.807
H -1.160 -0.507 -0.285
H -0.940 0.425 1.952
H 2.628 2.420 0.888
H 2.640 1.152 -1.342
H 1.469 -0.270 -2.727
H 0.174 2.425 2.967
C 3.617 -0.160 7.807
C 2.896 -0.486 6.685
C 2.944 0.351 5.561
C 3.712 1.492 5.622
C 4.452 1.831 6.757
C 4.379 1.008 7.862
O 4.939 1.303 9.081
O 2.168 0.011 4.485
H 3.562 -0.755 8.711
H 2.240 -1.345 6.622
H 3.711 2.190 4.789
H 5.081 2.712 6.732
H 5.530 2.057 8.990
H 2.012 0.826 3.982
C -0.958 4.559 -3.843
O -0.128 3.960 -4.837
P -0.717 2.857 -5.812
O -2.041 3.063 -6.378
O 0.434 2.758 -6.877
C 1.681 2.136 -6.520
O -0.524 1.499 -4.994
C -1.551 1.029 -4.125
H -0.629 4.451 -2.811
H -1.976 4.173 -3.924
H -0.985 5.627 -4.061
H 1.882 1.252 -7.115
H 1.642 1.876 -5.465
H 2.450 2.907 -6.586
H -1.317 1.479 -3.152
H -1.413 -0.039 -3.969
H -2.584 1.268 -4.367
C -0.314 1.453 6.176
O -1.194 2.569 6.408
P -1.665 3.488 5.232
O -1.064 3.251 3.914
O -1.473 4.918 5.854
C -0.528 5.811 5.268
O -3.218 3.276 5.223
C -4.043 3.778 4.166
H -0.728 0.509 6.522
H 0.539 1.659 6.828
H 0.090 1.360 5.173
H 0.451 5.595 5.700
H -0.772 6.858 5.429
H -0.452 5.695 4.185
H -3.483 3.804 3.234
H -4.453 4.749 4.443
H -4.883 3.091 4.089
C -4.704 -3.059 -0.021
O -4.031 -1.916 -0.474
C -3.648 -2.009 -1.832
C -4.757 -2.357 -2.802
O -5.935 -1.641 -2.513
C -7.124 -2.325 -2.821
H -5.170 -2.868 0.946
H -4.029 -3.921 0.069
H -5.554 -3.368 -0.638
H -2.949 -2.859 -1.926
H -3.058 -1.106 -1.970
H -4.921 -3.438 -2.880
H -4.436 -2.129 -3.832
H -6.997 -2.994 -3.677
H -7.899 -1.601 -3.080
H -7.524 -2.889 -1.970
C -1.468 -2.365 4.133
O -2.793 -2.065 4.604
C -3.710 -1.899 3.551
C -5.161 -1.905 3.995
O -5.610 -0.779 4.686
C -5.054 -0.605 5.973
H -1.465 -3.459 4.107
H -0.820 -1.866 4.845
H -1.259 -2.036 3.111
H -3.564 -2.719 2.827
H -3.533 -0.997 2.942
H -5.320 -2.823 4.588
H -5.776 -2.077 3.110
H -5.025 -1.396 6.718
H -5.407 0.346 6.377
H -4.026 -0.283 5.732
C 5.577 -1.848 0.472
O 5.513 -1.863 -0.931
C 4.232 -1.545 -1.432
C 4.397 -1.285 -2.923
O 3.435 -0.394 -3.420
C 3.614 -0.090 -4.797
H 4.688 -2.334 0.900
H 5.622 -0.844 0.904
H 6.432 -2.447 0.777
H 3.763 -0.740 -0.853
H 3.523 -2.369 -1.237
H 4.403 -2.285 -3.385
H 5.434 -0.961 -3.081
H 4.007 0.912 -4.957
H 2.614 -0.196 -5.231
H 4.119 -0.875 -5.364
C 3.691 -0.894 -8.482
O 2.792 -1.943 -8.219
C 3.331 -3.044 -7.519
C 2.332 -3.673 -6.587
O 2.082 -2.809 -5.510
C 1.202 -3.375 -4.557
H 3.580 -0.062 -7.777
H 3.679 -0.610 -9.530
H 4.728 -1.196 -8.258
H 4.265 -2.842 -6.988
H 3.574 -3.812 -8.270
H 2.855 -4.569 -6.211
H 1.403 -4.017 -7.051
H 1.091 -2.629 -3.773
H 1.587 -4.329 -4.185
H 0.222 -3.546 -5.021

11
Properties=species:S:1:pos:R:3 method="wB97M-V/def2-TZVPD" smiles=CSS.N total_charge=0 lumo_energy_ha=0.0124
N -2.004 0.384 2.564
H -2.035 0.510 3.545
H -2.314 -0.619 2.429
H -1.223 0.730 2.074
C 1.587 1.306 -0.892
S 0.957 -0.020 0.075
S -0.534 -0.921 -1.126
H 1.328 2.364 -0.762
H 2.608 1.177 -1.198
H 0.934 1.154 -1.806
H -1.566 -0.784 -0.069

27
Properties=species:S:1:pos:R:3 method="wB97M-V/def2-TZVPD" total_charge=+1 s2=1.03 lumo_energy_ha="-0.1663 / -0.1566" multiplicity=2
Co 0.055 0.692 1.056
C 0.558 3.601 -3.669
S 0.298 4.194 -1.981
C 0.049 2.717 -1.141
S -0.324 2.851 0.562
N 0.128 1.575 -1.756
N -0.019 0.517 -0.952
C -0.421 -0.610 -1.408
C -0.645 -1.659 -0.430
C -0.945 -2.969 -0.772
C -1.159 -3.896 0.235
C -1.066 -3.488 1.556
C -0.767 -2.162 1.820
N -0.570 -1.263 0.858
H 0.646 4.489 -4.290
H -0.297 3.008 -3.979
H 1.470 3.014 -3.721
H -0.635 -0.750 -2.462
H -1.005 -3.251 -1.815
H -1.396 -4.923 -0.006
H -1.225 -4.178 2.371
H -0.698 -1.804 2.840
Cl 2.277 0.604 1.910
C 1.697 0.871 3.564
Cl -0.078 1.002 3.486
H 2.107 1.798 3.945
H 1.964 0.021 4.180